Record 1
DFT (wB97M-V/def2-TZVPD) results for a cluster of 3 separate species, C4H16NO3 in total at a distorted geometry.

XYZ file:
```
24
Properties=species:S:1:pos:R:3:nbo_charge:R:1
O -1.121 -1.340 -1.355 -0.757
O 0.713 0.582 3.213 -0.981
O -2.683 -0.207 0.488 -0.963
N 0.235 -0.248 0.721 -0.736
C 1.967 1.503 0.156 -0.647
C 1.260 0.263 -0.331 -0.029
C -0.088 -0.849 -2.227 -0.078
C 0.429 0.415 -1.593 -0.462
H 1.035 0.924 -2.359 0.250
H -0.686 -0.372 0.258 0.488
H 2.876 1.292 0.704 0.240
H -0.530 -0.671 -3.214 0.195
H 1.335 2.222 0.672 0.231
H -3.296 -0.820 0.935 0.491
H -1.402 -2.203 -1.675 0.492
H 1.504 0.849 3.700 0.504
H -0.059 0.768 3.747 0.495
H -3.141 0.042 -0.322 0.492
H 2.252 2.125 -0.703 0.245
H 0.635 -1.648 -2.427 0.185
H 1.955 -0.557 -0.500 0.219
H -0.332 1.200 -1.437 0.228
H 0.046 0.474 1.427 0.462
H 0.400 -1.181 1.094 0.436
```

The total charge is +1. The value obtained for the calculated total energy is -442.246608 Eh. The calculation puts the HOMO-LUMO gap at 11.56 eV. The calculation puts the energy above the lowest of the compared OMol25 structures with the same formula, charge and spin at 47.2 kJ/mol.

---

Record 2
DFT (wB97M-V/def2-TZVPD) results for a cluster of 4 separate species, C4H16NO3 in total at a distorted geometry.

XYZ file:
```
24
Properties=species:S:1:pos:R:3:nbo_charge:R:1
O -0.054 1.308 -2.702 -0.988
O -3.200 0.058 0.007 -0.977
O 2.617 1.869 -3.067 -0.990
N -0.518 0.375 0.006 -0.693
C -0.254 -1.513 2.313 -0.211
C 0.576 -0.260 2.125 -0.469
C 0.813 0.101 0.663 -0.202
C -0.024 -2.676 1.735 -0.383
H -3.772 0.670 0.490 0.494
H 1.239 -0.745 0.167 0.220
H -1.060 -1.353 3.016 0.219
H 0.858 -2.957 1.167 0.199
H -0.397 0.270 -1.010 0.460
H -0.782 1.356 0.014 0.436
H 2.621 2.814 -2.927 0.496
H -1.286 -0.184 0.365 0.468
H -0.492 -3.607 2.040 0.224
H 3.427 1.456 -3.370 0.506
H 0.124 0.572 2.636 0.219
H -0.201 0.437 -3.093 0.475
H -3.819 -0.390 -0.586 0.499
H 0.682 1.714 -3.193 0.518
H 1.542 -0.322 2.626 0.252
H 1.362 1.007 0.576 0.227
```

The total charge is +1. The value obtained for the calculated total energy is -442.224110 Eh. The calculation puts the HOMO-LUMO gap at 10.71 eV. The calculation puts the energy above the lowest of the compared OMol25 structures with the same formula, charge and spin at 106.3 kJ/mol.

---

Record 3
DFT (wB97M-V/def2-TZVPD) results for a cluster of 3 separate species, C4H16NO3 in total at a distorted geometry.

XYZ file:
```
24
Properties=species:S:1:pos:R:3:nbo_charge:R:1
O 0.381 -0.403 3.206 -0.945
O -0.268 -2.227 0.614 -0.742
O 1.327 3.186 -0.939 -0.948
N 0.214 0.268 0.136 -0.555
C 1.042 -0.716 -0.731 -0.226
C -1.323 0.262 -0.119 -0.238
C 0.713 -2.259 -0.421 -0.085
C -1.616 0.936 -1.571 -0.636
H 0.589 1.171 -0.034 0.431
H 0.757 -0.470 -1.725 0.218
H 0.792 -1.183 3.489 0.482
H -0.433 -0.394 3.671 0.486
H -0.260 -3.029 1.094 0.492
H 1.317 3.122 0.134 0.458
H -1.832 0.762 0.760 0.233
H 0.447 0.022 1.198 0.487
H -2.653 1.204 -1.650 0.246
H -1.282 0.408 -2.449 0.225
H 1.621 -2.598 0.082 0.196
H 0.378 -2.815 -1.393 0.211
H -1.083 1.865 -1.589 0.219
H 0.883 4.138 -0.989 0.498
H -1.765 -0.835 -0.137 0.267
H 2.053 -0.416 -0.637 0.225
```

The total charge is +1. The value obtained for the calculated total energy is -442.181211 Eh. The calculation puts the HOMO-LUMO gap at 11.72 eV. The calculation puts the energy above the lowest of the compared OMol25 structures with the same formula, charge and spin at 218.9 kJ/mol.

---

Record 4
DFT (wB97M-V/def2-TZVPD) results for a cluster of 5 separate species, C4H16NO7 in total at a distorted geometry.

XYZ file:
```
28
Properties=species:S:1:pos:R:3:mulliken_spin:R:1
O -0.062 2.367 2.239 -0.007
O 1.077 -1.215 2.322 0.030
O 2.481 0.350 -1.700 -0.259
O -2.053 0.999 0.757 -0.026
O 0.618 -2.929 -0.514 0.049
O 1.302 1.832 -3.056 -0.043
O -1.704 -2.039 1.290 -0.003
N 0.615 0.072 0.033 -0.143
C 0.375 1.153 -0.932 0.081
C 1.312 1.040 -2.117 1.045
C -2.150 0.976 -0.452 0.110
C -1.040 1.258 -1.419 -0.065
H -0.034 1.623 2.853 -0.003
H -2.597 -2.296 1.516 0.000
H 0.432 -1.939 2.258 -0.001
H -1.556 -1.094 1.357 0.006
H -1.267 2.120 -2.051 0.011
H -0.936 2.731 2.421 0.002
H 1.842 -1.698 2.658 -0.006
H 0.414 0.317 0.982 -0.027
H -3.098 0.922 -0.989 0.018
H 3.091 0.347 -2.442 0.052
H 0.053 -3.641 -0.836 -0.013
H 1.318 -2.900 -1.182 0.006
H -1.186 0.512 -2.232 0.014
H 0.706 2.074 -0.429 0.019
H 1.629 -0.087 0.055 0.081
H 0.420 -0.855 -0.390 0.074
```

The value obtained for the calculated total energy is -743.333115 Eh. The calculation puts the HOMO-LUMO gap (spin up / spin down) at 3.77 / 8.95 eV. As for the spin multiplicity: 2. The calculation puts the energy above the lowest of the compared OMol25 structures with the same formula, charge and spin at 181.8 kJ/mol.

---

Record 5
DFT (wB97M-V/def2-TZVPD) results for the ion C4H16NSi2 with charge +1 at a distorted geometry.

XYZ file:
```
23
Properties=species:S:1:pos:R:3:nbo_charge:R:1
Si -2.986 0.979 0.008 0.859
Si -0.929 -1.594 -0.389 1.197
N 0.877 -1.041 0.525 -0.827
C -2.602 -0.930 0.335 -1.197
C 0.972 1.321 -0.266 -0.646
C 3.042 0.217 0.201 -0.648
C 1.645 -0.029 -0.345 -0.067
H -0.108 1.304 -0.719 0.219
H 3.403 -0.438 0.960 0.224
H 0.887 1.806 0.661 0.227
H 1.566 -1.756 0.769 0.437
H -2.033 1.984 0.360 -0.163
H 1.814 -0.381 -1.280 0.222
H -4.393 1.223 0.711 -0.100
H 1.677 2.041 -0.945 0.265
H -0.773 -0.820 -1.710 -0.137
H 3.896 0.205 -0.506 0.257
H -0.749 -3.096 -0.498 -0.115
H 0.723 -0.433 1.354 0.428
H -2.834 -1.251 1.257 0.253
H 2.980 1.228 0.707 0.228
H -3.199 -1.303 -0.373 0.253
H -3.071 0.907 -1.387 -0.170
```

The total charge is +1. The value obtained for the calculated total energy is -795.421476 Eh. The calculation puts the HOMO-LUMO gap at 11.28 eV. Its structure (SMILES) is CC(C)[NH2+][SiH2]C[SiH3]. The calculation puts the energy above the lowest of the compared OMol25 structures with the same formula, charge and spin at 0.0 kJ/mol.

---

Record 6
DFT (wB97M-V/def2-TZVPD) results for a cluster of 4 separate species, C4H16O3 in total at a distorted geometry.

XYZ file:
```
23
Properties=species:S:1:pos:R:3:nbo_charge:R:1
O 2.388 0.973 -0.768 -0.955
O 1.663 3.701 -0.667 -0.976
O 2.592 1.778 1.971 -0.974
C -0.815 -1.709 -0.478 -0.402
C -0.986 -3.140 -0.822 -0.609
C -2.036 0.263 0.272 -0.619
C -1.885 -1.187 0.545 -0.405
H 2.043 2.073 2.691 0.507
H -0.877 -0.964 -1.266 0.196
H 2.553 1.245 0.169 0.478
H -1.701 -3.310 -1.610 0.208
H 1.792 2.846 -1.177 0.498
H -2.412 0.601 -0.724 0.205
H -2.998 -1.578 0.641 0.200
H 3.326 0.797 -1.119 0.476
H -1.431 -1.369 1.529 0.202
H 0.960 4.144 -1.066 0.466
H 2.817 2.293 1.247 0.481
H -1.455 -3.541 0.088 0.201
H -1.113 0.866 0.392 0.205
H -2.659 0.608 1.077 0.203
H 0.011 -3.712 -0.871 0.206
H 0.224 -1.680 -0.054 0.208
```

The value obtained for the calculated total energy is -387.653588 Eh. The calculation puts the HOMO-LUMO gap at 10.98 eV. Its structure (SMILES) is CCCC.O.O.O. The calculation puts the energy above the lowest of the compared OMol25 structures with the same formula, charge and spin at 181.7 kJ/mol.

---

Record 7
DFT (wB97M-V/def2-TZVPD) results for a cluster of 4 separate species, C4H16O3 in total at a distorted geometry.

XYZ file:
```
23
Properties=species:S:1:pos:R:3:nbo_charge:R:1
O -1.535 0.620 4.568 -0.955
O 1.011 2.980 2.089 -0.952
O -0.086 -2.499 -4.692 -0.932
C -0.546 0.556 0.425 -0.605
C 0.389 -0.306 -0.395 -0.208
C 0.700 0.331 -1.791 -0.610
C -0.004 -1.834 -0.532 -0.629
H 0.608 1.391 -1.490 0.195
H -0.874 0.375 3.867 0.476
H -1.626 0.666 0.048 0.227
H 0.109 0.137 -2.638 0.215
H 0.562 -2.357 0.204 0.209
H 1.321 -0.363 0.198 0.187
H -1.011 -2.167 -0.645 0.211
H -0.132 1.630 0.162 0.183
H -1.454 1.549 4.823 0.479
H 1.860 3.084 2.541 0.475
H -0.339 0.413 1.466 0.203
H 1.813 0.198 -1.931 0.214
H 1.038 2.211 1.494 0.475
H 0.014 -3.527 -4.520 0.470
H 0.572 -2.271 -1.373 0.208
H -0.816 -2.266 -4.171 0.463
```

The value obtained for the calculated total energy is -387.649300 Eh. The calculation puts the HOMO-LUMO gap at 11.68 eV. Its structure (SMILES) is CC(C)C.O.O.O. The calculation puts the energy above the lowest of the compared OMol25 structures with the same formula, charge and spin at 192.9 kJ/mol.

---

Record 8
DFT (wB97M-V/def2-TZVPD) results for a cluster of 4 separate species, C4H16O3 in total at a distorted geometry.

XYZ file:
```
23
Properties=species:S:1:pos:R:3:nbo_charge:R:1
O 3.911 1.607 -0.532 -0.933
O -1.381 3.813 1.552 -0.933
O -0.193 -3.250 3.428 -0.921
C -1.330 1.226 -1.054 -0.610
C -0.156 -2.443 -1.693 -0.614
C -0.056 -0.934 -1.709 -0.403
C -1.137 -0.278 -0.850 -0.388
H -1.949 1.626 -0.252 0.201
H -1.772 4.230 0.770 0.469
H -0.038 -0.613 -2.763 0.196
H -0.724 -3.371 4.213 0.460
H 3.001 1.354 -0.266 0.467
H -0.938 -0.534 0.197 0.198
H -0.357 1.717 -1.107 0.195
H 0.499 -3.869 3.722 0.461
H -1.148 -2.847 -1.476 0.209
H 0.184 -2.841 -2.648 0.211
H -1.031 2.998 1.229 0.467
H 0.414 -2.904 -0.880 0.210
H 0.881 -0.468 -1.380 0.193
H -2.112 -0.736 -1.062 0.191
H 4.261 2.023 0.247 0.467
H -1.884 1.385 -1.980 0.210
```

The value obtained for the calculated total energy is -387.687826 Eh. The calculation puts the HOMO-LUMO gap at 11.67 eV. Its structure (SMILES) is CCCC.O.O.O. The calculation puts the energy above the lowest of the compared OMol25 structures with the same formula, charge and spin at 91.8 kJ/mol.